{"formula": "C23H19AuBN4O3S", "method": "the ωB97M-V functional and the def2-TZVPD basis", "gap_ev": 6.8, "relative_energy_kcal_mol": 39.4, "lumo_energy_ha": -0.154, "total_charge": 1, "homo_energy_ev": -11.0, "elements": ["Au", "C", "C", "N", "N", "C", "O", "C", "C", "C", "C", "C", "C", "C", "C", "C", "C", "C", "N", "H", "H", "H", "H", "H", "H", "H", "H", "H", "H", "H", "H", "O", "B", "O", "C", "C", "C", "C", "C", "C", "H", "H", "H", "H", "S", "C", "C", "N", "C", "H", "H", "H"], "xyz": [[0.4313, 0.8611, -0.7351], [-0.8284, 1.2539, 3.5952], [-0.2458, 1.3063, 2.2210], [-0.7883, 0.8675, 1.1607], [-1.9713, 0.1985, 1.0802], [-2.1008, -0.2639, -0.1524], [-1.2898, -0.1189, -1.1836], [-3.3321, -1.0310, -0.4645], [-3.5340, -1.5392, -1.7459], [-4.6836, -2.2577, -2.0325], [-5.6319, -2.4719, -1.0420], [-5.4325, -1.9665, 0.2364], [-4.2871, -1.2467, 0.5279], [1.1244, 1.8866, 1.9731], [1.8659, 2.4052, 3.0219], [3.1216, 2.9441, 2.7879], [3.6200, 2.9825, 1.4983], [2.8436, 2.4547, 0.4843], [1.6416, 1.9184, 0.7138], [-1.8180, 0.8093, 3.5347], [-0.9144, 2.2521, 4.0288], [-0.2127, 0.6507, 4.2654], [-2.7880, -1.3703, -2.5092], [-4.8395, -2.6518, -3.0282], [-6.5286, -3.0359, -1.2652], [-6.1723, -2.1345, 1.0082], [-4.1213, -0.8485, 1.5187], [1.4528, 2.3882, 4.0199], [3.7027, 3.3365, 3.6121], [4.5901, 3.4016, 1.2735], [3.1802, 2.4587, -0.5438], [1.3516, -1.7570, 0.3952], [1.4199, -0.8883, -0.6550], [2.2377, -1.2625, -1.6815], [2.7326, -2.5014, -1.2455], [3.6071, -3.3362, -1.8939], [3.9318, -4.5138, -1.2212], [3.3964, -4.8122, 0.0285], [2.5098, -3.9491, 0.6708], [2.2012, -2.7951, -0.0055], [4.0139, -3.0944, -2.8657], [4.6151, -5.2119, -1.6847], [3.6729, -5.7379, 0.5143], [2.0848, -4.1719, 1.6392], [-0.9531, 4.1722, -3.9390], [-0.7704, 4.9186, -2.4160], [-0.2854, 4.0244, -1.5221], [-0.0551, 2.7657, -2.0354], [-0.3772, 2.7146, -3.3022], [-1.0265, 5.9532, -2.2563], [-0.0730, 4.2235, -0.4817], [-0.2874, 1.8202, -3.9022]], "atomic_forces_ev_per_a": [[0.19, 0.99, -0.27], [0.04, -0.12, 0.02], [0.35, 0.03, -0.08], [-0.59, 0.27, 0.41], [0.56, 0.07, -0.46], [-0.44, -0.07, 0.02], [0.04, -0.46, -0.07], [0.10, 0.06, 0.03], [-0.01, -0.02, 0.00], [0.01, 0.01, 0.01], [-0.02, -0.02, -0.01], [0.00, 0.01, 0.01], [-0.04, 0.00, 0.00], [-0.30, 0.15, 0.05], [0.04, 0.08, -0.02], [0.02, 0.02, 0.09], [-0.03, 0.03, -0.04], [-0.02, 0.05, 0.03], [0.22, -0.70, -0.24], [-0.01, 0.00, 0.01], [0.00, 0.01, -0.04], [-0.01, -0.01, -0.01], [-0.01, -0.01, 0.00], [0.00, 0.00, 0.02], [0.01, 0.01, 0.00], [0.01, 0.00, -0.02], [0.00, -0.01, -0.02], [0.02, 0.00, -0.01], [-0.01, 0.00, -0.01], [-0.02, -0.01, -0.01], [0.00, -0.07, 0.02], [0.22, -0.20, -0.18], [-0.13, 0.09, 0.23], [0.11, -0.37, 0.20], [-0.02, 0.23, -0.20], [0.03, -0.11, 0.05], [0.00, 0.03, -0.02], [-0.01, 0.00, 0.01], [0.04, -0.05, -0.02], [-0.12, 0.07, 0.15], [-0.01, 0.00, 0.01], [0.00, 0.00, 0.01], [0.00, 0.01, -0.01], [0.01, 0.00, -0.01], [-0.03, 0.05, -0.10], [0.01, 0.03, 0.04], [0.08, -0.10, -0.05], [-0.35, 0.22, 0.40], [0.09, -0.15, 0.05], [0.01, -0.04, 0.00], [-0.02, -0.02, -0.03], [-0.02, 0.02, 0.04]], "nbo_charge": [1.2001, -0.6932, 0.2336, -0.3702, -0.4138, 0.5962, -0.7133, -0.0895, -0.1772, -0.2177, -0.1744, -0.2167, -0.1671, 0.1940, -0.2257, -0.1114, -0.2493, 0.0866, -0.5106, 0.2653, 0.2361, 0.2387, 0.2270, 0.2219, 0.2225, 0.2229, 0.2347, 0.2448, 0.2415, 0.2484, 0.2256, -0.6686, 0.9135, -0.6534, 0.1923, -0.2218, -0.2014, -0.1978, -0.2549, 0.2699, 0.2385, 0.2292, 0.2292, 0.2389, 0.5332, -0.4381, -0.0507, -0.5648, -0.1391, 0.2665, 0.2233, 0.2463]}